DFT (the ωB97M-V functional and the def2-TZVPD basis) results for 9 unconnected molecules or ions with the total composition C24H61Cl4NO7 in a non-equilibrium geometry.

```
! RIJCOSX wB97M-V def2-TZVPD def2/J DEFGRID3
* xyz 0 1
Cl 6.00662 -1.39815 2.83273
C 4.88990 -0.57981 3.90912
C 3.55028 -0.52947 3.21545
Cl 2.35190 0.32875 4.22786
H 5.28913 0.41348 4.09508
H 4.75466 -1.11009 4.85064
H 3.17133 -1.52100 2.96966
H 3.59010 0.00059 2.26350
Cl 1.30428 -3.22425 -2.52484
C 3.05375 -3.16655 -2.79869
C 3.81681 -3.59974 -1.57060
Cl 3.70796 -2.47181 -0.21006
H 3.29022 -2.12196 -3.01135
H 3.30959 -3.79054 -3.65010
H 4.86302 -3.82903 -1.76344
H 3.37457 -4.54258 -1.23847
C 1.62050 -4.08988 2.88519
C 0.90460 -5.43134 2.96078
C 0.87290 -6.11309 1.58886
O 1.56085 -6.24364 3.92213
H 1.07306 -3.39226 2.25328
H 2.59565 -4.16456 2.39332
H 1.78174 -3.67699 3.88204
H -0.10859 -5.25079 3.34270
H 0.24929 -7.00017 1.72747
H 1.90318 -6.36905 1.34323
H 0.45506 -5.49588 0.79590
H 1.13833 -7.10855 3.93640
C -4.43166 -3.36160 -1.51008
C -3.13991 -2.71955 -1.04134
C -2.74309 -3.06616 0.38901
O -2.07533 -2.95720 -1.94858
H -4.37940 -4.45093 -1.43425
H -4.47725 -3.17662 -2.58821
H -5.31647 -2.95360 -1.03447
H -3.31842 -1.63613 -1.06183
H -1.99606 -2.36705 0.77946
H -2.28687 -4.05886 0.45832
H -3.58719 -3.04063 1.07877
H -1.24287 -2.99307 -1.47200
C 0.50424 3.67360 4.57555
C -0.50897 4.11393 3.50532
C -1.66838 3.14169 3.38899
O -1.00925 5.39807 3.83589
H 0.90716 2.69118 4.33099
H -0.03817 3.70023 5.51996
H 1.33546 4.37714 4.55596
H -0.03125 4.10738 2.52445
H -1.29259 2.14106 3.12076
H -2.33984 3.38553 2.56448
H -2.23492 2.95233 4.30329
H -1.35050 5.43224 4.73126
C -3.97846 0.61795 -3.20708
C -2.55834 0.84021 -3.65492
C -2.46622 1.37884 -5.07856
O -1.97799 1.87357 -2.81017
H -4.49165 -0.08764 -3.87698
H -4.59520 1.51003 -3.35672
H -4.08696 0.22233 -2.19944
H -2.03497 -0.11095 -3.51975
H -2.84313 0.70920 -5.84850
H -1.43399 1.68435 -5.24355
H -3.05785 2.29848 -5.10293
H -1.30574 1.42268 -2.28716
C 4.10854 1.07001 -3.78715
C 3.32090 1.01107 -2.48932
C 3.18488 2.37327 -1.84547
O 2.08400 0.37550 -2.77219
H 3.70626 1.81710 -4.47083
H 4.15930 0.07697 -4.23223
H 5.14379 1.36599 -3.59301
H 3.87549 0.36766 -1.78789
H 2.88108 3.12699 -2.58348
H 4.16184 2.77601 -1.55779
H 2.50382 2.43132 -0.99766
H 1.52860 0.39451 -1.97744
C -3.30623 6.16301 -0.85660
C -2.73778 4.79169 -1.16644
C -2.82802 3.89430 0.05982
O -3.39233 4.21161 -2.29354
H -2.63368 6.65718 -0.15621
H -4.34499 6.06816 -0.54058
H -3.29990 6.79910 -1.74661
H -1.68233 4.90029 -1.45896
H -2.32024 2.94695 -0.15687
H -3.86865 3.64818 0.27041
H -2.28051 4.35597 0.88419
H -2.85889 3.41786 -2.50886
O -0.02279 0.93351 -0.60844
C 0.06756 0.36979 0.48185
N -0.49557 0.86384 1.59479
C 0.83437 -0.92273 0.57777
H -0.95676 1.75382 1.47664
H -0.40599 0.39277 2.47359
H 0.58641 -1.55486 -0.27049
H 0.58427 -1.44332 1.50127
H 1.88488 -0.64715 0.52405
*
```

Computed properties:
gap between HOMO and LUMO: 9.5460 eV
HOMO level: -9.21 eV
structure (SMILES): CC(N)=O.CC(C)O.CC(C)O.CC(C)O.CC(C)O.CC(C)O.CC(C)O.ClCCCl.ClCCCl

---

DFT (the ωB97M-V functional and the def2-TZVPD basis) results for 6 unconnected molecules or ions with the total composition C24H62N2O11Si in a non-equilibrium geometry.

```
! RIJCOSX wB97M-V def2-TZVPD def2/J DEFGRID3
* xyz 0 1
C -1.50612 0.65446 -0.47700
N -0.19841 0.55365 -1.13511
C -0.27922 0.96473 -2.56808
C 0.19917 -0.84281 -1.12072
O -0.59132 -1.75006 -1.33141
C 1.63458 -1.10006 -0.77441
Si 2.53338 -2.29119 -1.95150
N 1.54459 -3.52332 -2.66252
H -2.33499 0.31455 -1.09257
H -1.50184 0.05290 0.42630
H -1.70011 1.67810 -0.17533
H -1.31616 1.02579 -2.88438
H 0.22030 1.91833 -2.68724
H 0.20329 0.22888 -3.20387
H 2.18481 -0.16272 -0.78578
H 1.66797 -1.46058 0.25092
H 3.65238 -2.88720 -1.19877
H 3.11057 -1.49139 -3.05656
H 0.77094 -3.82525 -2.09302
H 1.23199 -3.32102 -3.59651
C -3.73920 -1.79593 5.60831
O -2.54702 -2.45273 5.21686
C -2.46635 -2.69944 3.82338
C -1.61984 -1.66944 3.10762
O -2.19350 -0.37329 3.17289
C -1.61247 0.44527 4.17322
H -3.58614 -1.40745 6.61374
H -3.98299 -0.96638 4.94162
H -4.57752 -2.50086 5.62767
H -3.46680 -2.73747 3.38201
H -2.00410 -3.68307 3.69461
H -1.55108 -1.94613 2.05005
H -0.60486 -1.66098 3.51729
H -0.64508 0.83415 3.83699
H -1.47631 -0.09732 5.11068
H -2.28670 1.28266 4.34541
C 9.08499 -2.93338 1.19842
O 8.80368 -4.14735 0.52699
C 7.46820 -4.59414 0.69933
C 6.58813 -4.23871 -0.47831
O 6.43487 -2.83772 -0.63112
C 7.27675 -2.27913 -1.62263
H 10.01246 -2.53705 0.78822
H 8.29155 -2.19703 1.05486
H 9.22237 -3.10994 2.27104
H 7.04431 -4.18691 1.62223
H 7.49994 -5.68338 0.79585
H 5.59177 -4.65869 -0.30677
H 6.98667 -4.68288 -1.39580
H 6.88467 -2.49142 -2.62363
H 8.29771 -2.65932 -1.54854
H 7.29107 -1.20053 -1.47289
C -5.86147 4.35355 -1.61942
O -5.12788 4.78531 -2.75130
C -3.72081 4.67417 -2.59051
C -3.17058 3.42793 -3.24700
O -3.65606 2.24086 -2.63957
C -4.72691 1.64034 -3.34735
H -6.89512 4.21076 -1.93054
H -5.47789 3.41146 -1.22260
H -5.83326 5.11370 -0.83024
H -3.45508 4.69837 -1.52959
H -3.27173 5.55048 -3.06605
H -2.08147 3.42889 -3.13731
H -3.39923 3.43125 -4.31717
H -4.35350 1.10124 -4.22493
H -5.46472 2.37905 -3.66618
H -5.20655 0.92936 -2.67650
C -4.21318 8.37785 -2.62935
O -2.99306 8.11261 -1.95549
C -2.25544 9.28207 -1.64180
C -2.45492 9.71239 -0.20484
O -3.79301 10.09669 0.05866
C -4.56309 9.08168 0.67681
H -4.83129 7.48267 -2.56617
H -4.75305 9.21482 -2.18252
H -4.02033 8.59642 -3.68551
H -2.52239 10.09668 -2.32179
H -1.19676 9.05022 -1.79347
H -1.81976 10.58100 -0.00721
H -2.14601 8.91081 0.47327
H -4.31204 9.00220 1.74013
H -4.41258 8.11167 0.19802
H -5.61107 9.36129 0.58312
C 2.33002 -5.44161 0.09605
O 2.93807 -5.61824 1.36312
C 2.00909 -5.78833 2.42004
C 1.81645 -7.24425 2.78460
O 1.23560 -7.98832 1.72826
C 2.17700 -8.72256 0.96608
H 3.08992 -5.59569 -0.66729
H 1.51461 -6.14922 -0.06820
H 1.94595 -4.41975 0.00407
H 1.04716 -5.33469 2.15973
H 2.40685 -5.25854 3.29110
H 1.13641 -7.30422 3.63964
H 2.77166 -7.68570 3.08523
H 2.49182 -9.62162 1.50687
H 3.05632 -8.12280 0.72250
H 1.68829 -9.02206 0.04061
*
```

Computed properties:
gap between HOMO and LUMO: 9.6840 eV
HOMO level: -9.00 eV
structure (SMILES): CN(C)C(=O)C[SiH2]N.COCCOC.COCCOC.COCCOC.COCCOC.COCCOC

---

Which of these has the highest HOMO level? C24H62N2O11Si